{"formula": "C86H180B2F26N7O12P3S6", "method": "ωB97M-V/def2-TZVPD", "lumo_ev": -2.636, "total_charge": 2, "elements": ["C", "C", "C", "N", "C", "C", "C", "C", "C", "H", "H", "H", "H", "H", "H", "H", "H", "H", "H", "H", "H", "H", "H", "H", "H", "H", "H", "C", "C", "C", "N", "C", "C", "C", "C", "C", "H", "H", "H", "H", "H", "H", "H", "H", "H", "H", "H", "H", "H", "H", "H", "H", "H", "H", "C", "C", "C", "N", "C", "C", "C", "C", "C", "H", "H", "H", "H", "H", "H", "H", "H", "H", "H", "H", "H", "H", "H", "H", "H", "H", "H", "C", "C", "C", "N", "C", "C", "C", "C", "C", "H", "H", "H", "H", "H", "H", "H", "H", "H", "H", "H", "H", "H", "H", "H", "H", "H", "H", "C", "C", "C", "C", "P", "C", "C", "C", "C", "C", "C", "C", "C", "C", "C", "C", "C", "H", "H", "H", "H", "H", "H", "H", "H", "H", "H", "H", "H", "H", "H", "H", "H", "H", "H", "H", "H", "H", "H", "H", "H", "H", "H", "H", "H", "H", "H", "H", "H", "H", "H", "H", "H", "C", "C", "C", "C", "P", "C", "C", "C", "C", "C", "C", "C", "C", "C", "C", "C", "C", "H", "H", "H", "H", "H", "H", "H", "H", "H", "H", "H", "H", "H", "H", "H", "H", "H", "H", "H", "H", "H", "H", "H", "H", "H", "H", "H", "H", "H", "H", "H", "H", "H", "H", "H", "H", "C", "C", "C", "C", "P", "C", "C", "C", "C", "C", "C", "C", "C", "C", "C", "C", "C", "H", "H", "H", "H", "H", "H", "H", "H", "H", "H", "H", "H", "H", "H", "H", "H", "H", "H", "H", "H", "H", "H", "H", "H", "H", "H", "H", "H", "H", "H", "H", "H", "H", "H", "H", "H", "C", "F", "F", "F", "S", "O", "O", "N", "S", "O", "O", "C", "F", "F", "F", "C", "F", "F", "F", "S", "O", "O", "N", "S", "O", "O", "C", "F", "F", "F", "C", "F", "F", "F", "S", "O", "O", "N", "S", "O", "O", "C", "F", "F", "F", "B", "F", "F", "F", "F", "B", "F", "F", "F", "F"], "coordinates": [[2.396, 4.567, 8.765], [1.454, 5.202, 7.729], [1.695, 6.756, 7.597], [0.784, 7.381, 6.601], [-0.673, 7.234, 7.052], [0.891, 6.877, 5.091], [1.443, 8.088, 4.262], [0.986, 9.337, 5.001], [1.121, 8.915, 6.485], [1.967, 4.572, 9.759], [3.368, 4.975, 8.806], [2.546, 3.521, 8.589], [0.474, 4.985, 8.047], [1.539, 4.693, 6.787], [2.705, 6.995, 7.314], [1.507, 7.300, 8.537], [-1.254, 7.937, 6.377], [-0.787, 7.463, 8.115], [-1.062, 6.266, 6.821], [-0.098, 6.634, 4.740], [1.551, 5.973, 5.071], [1.173, 7.886, 3.241], [2.555, 8.013, 4.206], [-0.063, 9.583, 4.740], [1.614, 10.212, 4.835], [0.521, 9.441, 7.215], [2.156, 8.881, 6.720], [-4.576, -2.054, -1.381], [-3.900, -2.491, -2.723], [-4.713, -3.605, -3.289], [-4.481, -3.747, -4.828], [-3.056, -3.905, -5.109], [-5.150, -2.693, -5.678], [-5.714, -3.353, -6.983], [-5.642, -4.927, -6.727], [-5.237, -5.055, -5.276], [-4.134, -1.183, -0.946], [-4.580, -2.870, -0.571], [-5.556, -1.703, -1.540], [-2.884, -2.876, -2.621], [-3.868, -1.629, -3.329], [-5.798, -3.408, -3.179], [-4.389, -4.578, -2.916], [-2.935, -4.224, -6.120], [-2.704, -4.608, -4.429], [-2.503, -3.006, -5.136], [-4.517, -1.837, -5.747], [-5.984, -2.384, -5.040], [-5.079, -3.070, -7.889], [-6.705, -2.961, -7.197], [-4.798, -5.317, -7.302], [-6.541, -5.497, -6.954], [-4.578, -5.927, -5.157], [-6.133, -5.229, -4.653], [-0.569, 3.270, -3.617], [-1.068, 2.035, -4.342], [-0.626, 2.049, -5.846], [-1.057, 0.942, -6.830], [-2.378, 1.425, -7.328], [-1.150, -0.541, -6.229], [-0.787, -1.445, -7.379], [0.405, -0.710, -8.024], [-0.106, 0.825, -8.038], [-0.894, 4.170, -4.146], [0.555, 3.344, -3.675], [-0.934, 3.239, -2.591], [-2.157, 1.827, -4.228], [-0.602, 1.133, -3.921], [0.481, 1.917, -5.898], [-0.934, 2.983, -6.288], [-3.030, 1.789, -6.505], [-2.799, 0.701, -8.043], [-2.163, 2.324, -7.957], [-2.171, -0.536, -5.821], [-0.452, -0.524, -5.373], [-1.686, -1.603, -8.024], [-0.532, -2.415, -6.869], [0.805, -1.107, -8.971], [1.234, -0.726, -7.304], [-0.758, 1.007, -8.891], [0.646, 1.569, -7.995], [3.939, -0.357, -0.106], [3.188, 0.959, -0.007], [2.067, 0.950, 1.039], [0.984, 1.816, 0.599], [1.487, 3.183, 0.288], [-0.199, 1.830, 1.593], [-1.129, 0.706, 1.171], [-0.999, 0.725, -0.385], [0.413, 1.167, -0.684], [4.706, -0.193, -0.813], [3.262, -1.086, -0.543], [4.384, -0.657, 0.829], [2.697, 1.135, -0.965], [3.895, 1.749, 0.217], [2.451, 1.342, 1.930], [1.652, -0.054, 1.069], [2.116, 3.096, -0.594], [2.053, 3.577, 1.079], [0.729, 3.921, 0.059], [-0.713, 2.744, 1.303], [0.071, 1.852, 2.674], [-2.127, 0.846, 1.400], [-0.839, -0.297, 1.473], [-1.703, 1.467, -0.728], [-1.221, -0.266, -0.795], [0.297, 1.926, -1.466], [1.074, 0.340, -0.958], [6.064, -3.836, 1.171], [6.579, -3.459, -0.183], [6.454, -4.575, -1.157], [5.164, -5.401, -1.145], [4.999, -6.603, -2.512], [3.428, -7.479, -2.105], [2.876, -8.541, -3.127], [1.715, -9.309, -2.586], [2.090, -10.215, -1.454], [4.561, -5.845, -4.089], [5.774, -5.164, -4.823], [5.566, -4.703, -6.235], [6.790, -4.121, -6.868], [6.487, -7.662, -2.738], [6.698, -8.628, -1.635], [8.084, -9.162, -1.657], [8.217, -10.234, -0.611], [6.253, -3.109, 1.943], [6.470, -4.773, 1.506], [4.972, -3.906, 1.142], [7.561, -3.059, -0.154], [6.019, -2.556, -0.545], [7.273, -5.285, -1.188], [6.477, -4.135, -2.136], [4.226, -4.865, -1.227], [5.137, -6.034, -0.241], [2.676, -6.654, -2.096], [3.408, -7.889, -1.134], [3.546, -9.322, -3.419], [2.607, -8.018, -4.090], [1.342, -9.977, -3.366], [0.949, -8.574, -2.255], [2.392, -9.671, -0.589], [2.813, -11.019, -1.656], [1.143, -10.665, -1.153], [3.760, -5.137, -3.979], [4.246, -6.689, -4.763], [6.553, -5.929, -4.855], [6.230, -4.375, -4.183], [4.811, -3.964, -6.212], [5.232, -5.519, -6.902], [6.677, -4.034, -7.943], [7.593, -4.838, -6.752], [7.178, -3.169, -6.527], [7.306, -6.893, -2.712], [6.527, -8.056, -3.715], [6.011, -9.440, -1.659], [6.513, -8.194, -0.600], [8.770, -8.299, -1.465], [8.312, -9.481, -2.680], [9.138, -10.823, -0.562], [7.459, -11.003, -0.693], [8.033, -9.749, 0.355], [-10.240, 4.389, -1.688], [-9.676, 5.169, -0.509], [-8.211, 4.968, -0.368], [-7.372, 4.943, -1.650], [-5.639, 5.298, -1.427], [-5.027, 5.322, -3.200], [-3.484, 5.546, -3.268], [-2.952, 5.866, -4.680], [-3.221, 4.629, -5.614], [-5.445, 6.801, -0.477], [-6.061, 7.956, -1.245], [-5.646, 9.375, -0.744], [-6.539, 9.761, 0.411], [-4.734, 3.954, -0.657], [-5.263, 3.431, 0.693], [-4.320, 2.380, 1.265], [-4.596, 1.974, 2.712], [-11.295, 4.104, -1.656], [-9.686, 3.443, -1.701], [-9.988, 4.925, -2.635], [-10.037, 5.078, 0.524], [-9.907, 6.215, -0.661], [-8.001, 4.046, 0.313], [-7.812, 5.832, 0.250], [-7.617, 5.779, -2.320], [-7.443, 3.958, -2.140], [-5.583, 6.074, -3.794], [-5.326, 4.304, -3.563], [-2.924, 4.639, -2.923], [-3.152, 6.342, -2.599], [-1.896, 6.033, -4.608], [-3.431, 6.809, -4.965], [-4.286, 4.399, -5.527], [-2.714, 3.748, -5.243], [-2.961, 4.831, -6.635], [-4.421, 6.867, -0.215], [-5.890, 6.657, 0.546], [-7.179, 7.825, -1.165], [-5.742, 7.817, -2.275], [-5.810, 10.038, -1.669], [-4.583, 9.441, -0.625], [-7.454, 10.183, 0.006], [-6.074, 10.469, 1.082], [-6.811, 8.854, 0.962], [-3.712, 4.332, -0.607], [-4.710, 3.163, -1.422], [-6.306, 3.128, 0.625], [-5.280, 4.295, 1.297], [-3.246, 2.765, 1.157], [-4.292, 1.588, 0.582], [-5.646, 1.661, 2.772], [-4.314, 2.760, 3.442], [-4.096, 1.014, 2.911], [-0.017, -5.294, 4.526], [0.469, -5.713, 5.930], [1.359, -4.664, 6.561], [0.643, -3.459, 7.124], [1.754, -2.276, 8.017], [0.788, -0.952, 8.746], [1.535, 0.405, 8.945], [0.640, 1.326, 9.788], [0.766, 1.010, 11.292], [2.348, -3.197, 9.434], [3.652, -3.907, 9.392], [4.306, -4.099, 10.756], [3.397, -4.841, 11.668], [3.044, -1.746, 6.961], [2.462, -0.920, 5.830], [2.096, -1.699, 4.490], [3.299, -1.829, 3.572], [0.879, -4.930, 3.961], [-0.723, -4.532, 4.660], [-0.555, -6.051, 3.958], [1.008, -6.640, 5.816], [-0.359, -5.959, 6.605], [2.115, -4.260, 5.842], [1.940, -5.223, 7.336], [-0.126, -3.695, 7.941], [0.203, -2.842, 6.350], [0.338, -1.346, 9.681], [-0.078, -0.744, 8.042], [1.818, 0.905, 8.037], [2.464, 0.318, 9.476], [-0.409, 1.237, 9.493], [0.809, 2.324, 9.534], [0.224, 1.763, 11.894], [1.791, 1.009, 11.578], [0.349, -0.023, 11.499], [1.541, -3.847, 9.705], [2.420, -2.366, 10.163], [4.409, -3.298, 8.814], [3.657, -4.837, 8.899], [4.532, -3.116, 11.267], [5.230, -4.642, 10.740], [3.291, -5.900, 11.635], [2.407, -4.367, 11.514], [3.569, -4.744, 12.762], [3.601, -2.658, 6.654], [3.707, -1.211, 7.611], [3.031, -0.052, 5.554], [1.477, -0.464, 6.149], [1.461, -0.974, 4.017], [1.533, -2.618, 4.595], [2.906, -2.114, 2.569], [4.111, -2.518, 3.915], [3.815, -0.865, 3.410], [4.127, 1.686, -7.949], [2.976, 2.013, -8.511], [4.367, 0.379, -8.070], [5.064, 2.436, -8.505], [4.060, 2.225, -6.124], [5.266, 1.908, -5.439], [3.671, 3.588, -6.161], [2.842, 1.317, -5.709], [2.741, 0.365, -4.475], [3.452, 0.690, -3.285], [1.372, -0.050, -4.282], [3.489, -1.208, -5.164], [3.956, -2.080, -4.230], [2.587, -1.855, -5.858], [4.446, -1.039, -6.033], [-3.471, 8.283, 3.052], [-4.260, 8.623, 4.031], [-4.057, 8.442, 1.859], [-2.398, 9.012, 3.025], [-3.070, 6.446, 3.200], [-1.938, 6.339, 4.101], [-4.365, 5.838, 3.520], [-2.808, 6.214, 1.712], [-1.502, 5.713, 1.076], [-0.423, 5.604, 1.954], [-1.699, 4.595, 0.187], [-1.044, 7.114, -0.057], [-0.691, 8.203, 0.665], [0.028, 6.805, -0.801], [-2.081, 7.537, -0.821], [1.046, -3.468, -2.897], [0.807, -2.938, -4.060], [2.367, -3.806, -2.866], [0.884, -2.531, -1.947], [0.069, -5.092, -2.563], [0.494, -5.683, -1.359], [-1.241, -4.578, -2.606], [0.550, -5.875, -3.777], [-0.047, -5.928, -5.266], [-0.664, -4.654, -5.636], [0.801, -6.601, -6.201], [-1.427, -7.167, -4.979], [-2.283, -6.837, -5.967], [-0.991, -8.452, -4.977], [-2.052, -6.993, -3.797], [-4.893, 0.779, -3.651], [-5.525, 1.942, -3.963], [-4.358, 0.843, -2.373], [-5.847, -0.341, -3.663], [-3.867, 0.366, -4.595], [2.284, 2.628, 4.491], [2.727, 3.761, 5.197], [1.733, 2.898, 3.234], [3.343, 1.731, 4.235], [1.265, 1.946, 5.231]], "forces_ev_per_angstrom": [[-1.05, -0.32, 0.02], [1.43, 1.14, 0.41], [-0.78, -1.37, 0.26], [-1.50, 0.98, -1.33], [0.08, 1.54, -1.46], [1.46, 0.27, 0.60], [1.36, -1.64, 0.96], [-0.94, -0.48, 0.47], [-0.50, -1.43, -0.83], [-0.08, 0.48, 0.34], [1.11, 0.78, -0.04], [0.00, -0.64, -0.56], [-1.43, 0.13, 0.47], [0.43, 0.07, -0.56], [0.49, -0.21, -0.30], [0.01, -0.38, -0.15], [0.55, -0.67, 1.09], [0.17, 0.13, -0.26], [0.11, -0.73, -0.04], [-0.17, -0.15, 0.25], [-0.61, 0.83, 0.01], [-0.71, 0.55, -0.47], [-0.60, 0.25, 0.43], [0.51, -0.03, 0.19], [-0.09, -0.04, -0.12], [0.05, 0.19, 0.08], [0.90, 0.64, 0.45], [1.37, -1.81, 0.89], [-0.11, -0.46, 2.07], [-0.47, 0.25, -1.89], [-1.99, -1.37, -0.21], [-0.96, 0.10, -1.31], [-1.55, -0.76, 0.76], [1.57, -0.15, -0.53], [1.05, 1.68, -0.22], [0.01, -0.32, 0.67], [0.89, 0.42, 0.19], [-0.01, 0.99, -1.29], [-1.43, -0.03, -0.50], [0.05, 0.31, 0.43], [-0.13, 0.87, -0.98], [0.59, -0.40, 0.00], [-0.34, 0.08, 0.27], [-0.16, -0.77, -0.68], [0.98, -0.91, 0.97], [0.33, 1.23, 0.89], [0.54, 0.50, -0.37], [0.02, 0.22, -0.34], [-0.77, -0.48, 1.21], [-0.07, -0.18, 0.19], [-0.38, -0.04, -0.32], [0.02, 0.21, -0.01], [-0.03, 0.49, 0.34], [0.58, 0.56, 0.09], [1.01, 0.11, -0.86], [-0.36, -1.97, -1.10], [1.89, -0.98, 0.65], [-0.57, -0.04, 0.52], [-0.14, 0.91, -0.97], [-0.52, 2.58, 0.59], [-0.21, -0.77, 0.80], [-0.32, 1.48, 0.73], [-0.96, -2.43, -0.04], [-0.22, 0.03, 0.40], [-0.97, -0.32, 0.38], [0.14, 0.37, 0.01], [0.59, 0.58, -0.14], [-0.03, 0.30, 0.13], [-0.68, 0.69, 0.42], [0.12, 0.26, -0.39], [0.30, -0.95, -0.49], [-0.23, 0.01, 0.72], [-0.10, -0.58, 0.51], [0.26, -0.51, -0.21], [-0.05, -0.32, -0.68], [0.85, 0.11, 0.15], [-0.01, 0.62, -0.97], [-0.56, 0.41, 0.23], [-0.19, -0.10, -0.22], [0.31, -0.07, -0.19], [0.78, 0.54, 0.22], [-0.96, 0.51, -0.03], [-0.26, -0.22, 0.17], [1.15, -0.66, -1.38], [-1.83, 0.27, -0.43], [0.09, 0.05, -1.19], [-0.64, 0.12, 0.04], [2.48, -0.95, -1.95], [-0.32, -0.51, 1.30], [-0.73, 0.41, -0.15], [1.05, -0.06, -0.83], [0.05, -0.52, 0.26], [-0.03, -0.33, 0.38], [0.82, 0.17, -0.10], [-0.02, 0.31, -0.12], [0.21, 0.01, 1.67], [-0.04, -0.15, 0.61], [0.05, 0.04, 0.06], [0.70, 0.18, 1.23], [-0.68, -0.44, 0.05], [0.01, 0.22, 0.45], [0.25, 0.01, -1.24], [-1.87, 0.49, 0.94], [0.22, 0.01, 0.59], [-0.32, 0.09, -0.52], [-0.07, 0.37, -0.16], [0.94, -0.25, 0.12], [-0.38, 0.39, -0.18], [-0.76, 0.22, 0.46], [-1.29, 1.51, 0.22], [-0.52, -0.57, -1.79], [0.54, -1.10, 0.22], [-1.33, -0.67, -0.29], [-0.46, 0.22, -1.83], [0.36, 1.54, -1.18], [-0.54, 0.51, -0.01], [-0.94, -0.72, 0.54], [1.47, -0.06, -1.70], [0.76, -0.86, 1.49], [-0.48, -0.17, -0.25], [1.07, -0.37, -0.60], [-0.21, 2.97, 1.04], [-0.37, 0.41, 1.96], [1.31, 0.39, -0.35], [0.26, -0.41, 0.76], [0.35, 0.43, 0.21], [0.18, -0.54, 0.22], [0.04, -0.28, 0.01], [1.25, -0.11, 0.10], [0.05, -0.87, 0.15], [0.41, -0.02, 0.59], [0.26, 0.38, -0.70], [-0.15, 0.49, 0.21], [-0.27, 0.26, -0.18], [0.46, -0.36, 0.04], [0.41, -0.43, 1.26], [1.30, -0.17, -0.07], [0.09, -0.40, 1.02], [-0.35, 0.48, -0.21], [0.06, -0.69, -0.26], [0.55, 0.43, 0.76], [-0.18, 0.39, -0.24], [0.16, -0.47, 0.19], [-0.56, 0.07, 0.21], [-0.04, 0.70, 0.75], [0.26, -0.10, -0.04], [-0.54, -0.15, -0.53], [-1.17, 0.78, -0.23], [-0.10, 0.13, 0.54], [-0.25, 0.13, -0.21], [0.49, -0.19, 0.06], [-0.33, 0.25, 0.48], [-0.46, -0.57, -0.08], [-0.24, -0.73, -1.18], [-0.80, -0.76, -0.37], [0.16, -0.03, -1.15], [-0.22, -0.72, -0.03], [0.09, -0.30, 0.14], [0.18, 0.62, -0.13], [-0.49, -0.07, -0.29], [0.26, -0.26, 0.09], [0.40, -0.74, -0.02], [-0.88, 0.97, 0.14], [2.25, 0.13, 2.17], [-0.21, -0.31, 0.30], [0.48, -1.16, -0.78], [0.39, -0.11, 0.80], [0.49, -0.74, 0.01], [-1.08, -1.19, 0.20], [-0.77, 1.39, 1.11], [-1.08, -0.46, 1.05], [-0.15, 0.41, 0.38], [-1.23, -0.14, -2.77], [0.10, -0.15, -0.04], [-0.28, -0.52, -0.68], [0.66, 0.36, -0.80], [1.61, 1.90, 0.53], [-0.19, -0.73, -0.54], [0.09, 0.48, 0.03], [-0.23, -0.10, -0.30], [-0.43, -0.45, 0.69], [-0.70, -0.91, -0.45], [0.20, 0.56, -0.37], [-0.34, 1.38, -1.51], [-0.49, -0.91, -0.41], [-0.62, -0.41, -0.14], [0.00, 0.55, -0.26], [0.25, -0.28, 0.36], [0.26, 0.78, 0.25], [-0.73, 0.51, -0.07], [-0.29, 0.10, 0.07], [0.65, 0.29, 0.02], [0.09, -0.30, -0.60], [0.04, -0.06, -0.45], [0.26, -0.02, 0.09], [0.11, 0.01, -0.52], [1.32, 0.46, -0.19], [0.07, -0.07, -0.92], [0.97, 0.40, -0.38], [-0.25, 0.30, -0.33], [0.00, -0.57, 1.45], [0.62, -0.21, 0.67], [-0.15, 0.11, 0.17], [-0.01, 0.20, 0.23], [0.06, 0.25, 0.24], [0.09, -0.13, 0.39], [-0.06, -0.06, 0.09], [0.11, -0.54, -0.14], [0.02, 0.97, 1.36], [-1.34, -0.07, 0.36], [-0.36, -1.75, -0.83], [-0.03, 0.57, 0.37], [-0.37, -0.57, -0.42], [0.35, 0.49, 0.24], [1.28, -0.55, 0.33], [-0.61, -0.27, -1.02], [1.43, -0.40, 0.43], [-0.43, 0.94, 1.86], [-1.08, -2.00, 0.01], [-0.87, 0.98, -1.21], [-1.03, -0.14, 0.71], [-0.69, -1.61, 0.52], [-1.49, -0.34, -0.51], [0.12, 1.34, 0.32], [3.08, 1.51, -0.35], [0.14, 0.77, 1.22], [-1.94, 0.90, 2.16], [0.59, -0.56, -0.43], [-2.34, -0.52, -0.96], [1.33, 1.64, 1.03], [0.56, -0.30, -0.80], [-0.91, -0.27, 0.16], [-0.89, 1.58, -0.13], [0.36, -0.30, 0.12], [0.45, -0.27, 0.12], [-0.03, 0.19, -0.13], [-0.48, -0.64, 0.30], [-0.31, 0.78, -0.24], [0.73, 0.13, -1.33], [-0.54, -0.11, -0.25], [0.37, 0.25, -0.42], [0.87, -0.26, 0.77], [-0.27, -0.14, -0.87], [0.60, -0.50, 0.45], [-0.07, -0.43, -0.07], [0.87, 1.74, 0.01], [0.21, -0.57, -0.17], [0.90, 0.06, 0.38], [0.37, 1.20, -0.03], [-0.62, -0.26, 0.39], [-0.05, -0.56, 0.21], [-0.79, -0.42, 0.30], [-0.49, -1.27, -0.71], [-0.22, -0.74, -0.83], [0.74, -0.05, -0.67], [0.05, -0.96, -1.09], [0.12, -0.70, 0.50], [0.37, 0.55, -0.63], [-0.28, 0.54, -0.04], [0.64, 0.61, 0.23], [0.57, 0.17, -0.04], [0.95, -0.35, -0.07], [-0.65, 0.18, -0.43], [0.03, -0.19, 0.24], [0.62, -0.23, 0.55], [-0.82, 0.15, -0.28], [-0.45, -0.17, 0.29], [0.47, 0.85, 1.96], [-0.63, -0.39, -0.45], [-0.04, 0.70, -0.56], [0.51, -0.47, -0.47], [0.25, -0.23, -0.24], [0.68, -0.53, -0.20], [-0.43, 0.84, -0.43], [-1.21, -0.74, 0.64], [-0.12, -0.73, -0.47], [0.59, 0.33, 0.27], [-0.06, 0.26, -0.18], [0.51, -0.86, 0.54], [-0.24, 0.72, 0.24], [-1.94, -0.81, -0.35], [1.74, 0.99, -0.16], [-0.15, -2.25, -0.81], [-0.65, 0.71, 0.58], [-0.76, 0.39, 0.18], [1.44, 0.98, 0.49], [-2.35, 0.65, 2.04], [-1.12, -0.06, -0.38], [1.91, 0.67, 0.12], [0.19, -0.76, -1.96], [-0.45, -0.24, -2.04], [2.45, -0.08, 1.66], [-0.35, 0.25, -0.31], [0.19, 1.36, 0.28], [-0.14, -0.58, 0.13], [-0.88, -0.23, -0.01], [0.61, -0.76, -0.02], [0.82, -1.26, 1.60], [-0.49, 0.15, -0.57], [0.02, 0.05, 0.10], [-0.31, -0.16, -0.02], [0.83, 3.03, -1.02], [1.12, -0.69, 1.42], [-2.46, 0.49, -0.10], [0.97, -1.80, -2.25], [-0.54, 0.93, 1.29], [0.88, -1.77, 0.04], [0.16, 0.34, 0.47], [0.46, 0.32, 0.48], [-0.26, -1.38, 0.20], [-0.72, 1.46, -0.74], [0.11, 0.03, -0.75], [-0.53, -2.57, 0.03], [-0.06, 0.81, -0.55], [0.48, 0.28, 0.24], [0.52, 1.00, -0.13], [-0.45, 0.71, 0.29], [-0.17, -0.81, 0.16], [-0.25, -0.30, -0.43], [0.05, 1.06, 0.04], [0.23, 0.02, 0.42], [0.37, 0.26, 0.17]]}